[1]
The following is a quantum chemistry calculation of a molecular structure, C4H12O4 in a non-equilibrium geometry, from the OMol25 dataset.

Properties
LUMO level   -4.156 eV
F_max   5.483 eV/A
Charge   0
Energy above the lowest of the compared OMol25 structures with the same formula, charge and spin   175.2 kcal per mole
HOMO   -7.465 eV

Element x y z (Å)
C (0.30, -2.23, 1.48)
C (-0.02, -2.35, -0.05)
C (0.73, -1.57, -0.97)
C (1.57, -0.47, -0.85)
O (1.78, 0.34, -2.02)
H (-0.47, -1.64, 1.91)
H (0.40, -3.14, 2.04)
H (-0.79, -2.91, -0.60)
H (0.73, -2.04, -2.12)
H (2.25, -0.38, -0.08)
H (1.02, 0.89, -2.01)
H (-0.55, -0.33, 0.31)
H (1.22, -1.60, 1.42)
O (-0.87, 0.30, 1.04)
H (0.08, 3.39, -0.94)
H (-1.45, 2.98, -0.11)
O (-0.32, 2.63, -0.51)
H (-2.39, 3.78, 1.10)
H (-0.76, 1.13, 0.61)
O (-2.47, 3.20, 0.35)

---

[2]
The following is a quantum chemistry calculation of a single C5H14N2O molecule in a non-equilibrium geometry, from the OMol25 dataset.

Properties
LUMO level   1.040 eV
F_max   1.085 eV/A
Charge   0
SMILES   NCCNCCCO
Energy above the lowest of the compared OMol25 structures with the same formula, charge and spin   45.9 kcal per mole
HOMO   -8.993 eV

Element x y z (Å)
N (1.15, 0.42, 1.83)
C (0.26, 1.50, 1.41)
C (-1.18, 1.00, 1.27)
N (-1.28, -0.24, 0.49)
C (-1.00, -0.11, -0.96)
C (-0.26, -1.34, -1.52)
C (1.29, -1.21, -1.73)
O (1.88, 0.04, -1.38)
H (1.39, 0.44, 2.80)
H (0.66, -0.46, 1.68)
H (0.25, 2.34, 2.07)
H (0.61, 1.87, 0.44)
H (-1.52, 0.80, 2.28)
H (-1.87, 1.81, 0.94)
H (-2.21, -0.60, 0.61)
H (-0.40, 0.78, -1.11)
H (-1.95, 0.01, -1.48)
H (-0.68, -1.64, -2.48)
H (-0.46, -2.14, -0.82)
H (1.51, -1.35, -2.78)
H (1.77, -1.99, -1.15)
H (2.03, 0.08, -0.42)